C16H24N4 | the ωB97M-V functional and the def2-TZVPD basis

```
44
Properties=species:S:1:pos:R:3:forces:R:3
C -3.457 -2.779 -0.634 0.212 -0.087 0.016
C -2.164 -3.065 0.119 -0.163 0.227 0.134
C -1.803 -1.937 1.092 0.082 -0.643 0.044
N -1.545 -0.693 0.418 0.092 0.292 -0.096
C -0.425 -0.325 -0.291 -0.157 0.137 -0.033
C 0.775 -1.202 -0.427 0.254 -0.120 -0.010
N 1.999 -0.430 -0.408 -0.081 -0.106 0.018
C 2.218 0.224 0.866 0.049 0.299 0.082
C 3.448 1.116 0.777 -0.172 -0.134 0.195
N 4.612 0.318 0.437 -0.048 0.019 -0.056
C 5.821 1.112 0.424 -0.033 -0.045 0.017
C 4.385 -0.336 -0.837 -0.068 -0.278 0.038
C 3.156 -1.232 -0.746 0.181 0.036 -0.179
N -0.526 0.854 -0.831 0.533 0.067 -0.276
C -1.765 1.324 -0.487 -0.435 -0.500 0.419
C -2.389 2.528 -0.794 0.007 -0.072 0.038
C -3.663 2.731 -0.309 -0.012 0.190 -0.087
C -4.313 1.768 0.466 -0.104 -0.070 0.086
C -3.711 0.567 0.783 -0.110 -0.153 0.126
C -2.430 0.354 0.299 0.083 0.618 -0.311
H -4.291 -2.682 0.057 -0.131 0.028 0.044
H -3.679 -3.589 -1.325 -0.081 -0.035 -0.081
H -3.374 -1.856 -1.204 -0.060 0.079 -0.072
H -1.349 -3.198 -0.595 0.080 -0.071 0.046
H -2.266 -3.990 0.690 0.090 -0.038 -0.003
H -2.631 -1.772 1.787 0.117 0.004 0.006
H -0.922 -2.220 1.677 -0.160 0.090 0.006
H 0.766 -1.977 0.365 -0.004 0.029 -0.128
H 0.722 -1.713 -1.396 -0.021 -0.061 0.115
H 1.344 0.835 1.098 0.037 -0.006 0.043
H 2.365 -0.516 1.676 -0.028 0.045 -0.033
H 3.623 1.595 1.743 -0.024 0.026 -0.042
H 3.261 1.899 0.022 0.014 0.017 0.042
H 6.669 0.466 0.199 0.080 0.034 -0.005
H 5.969 1.551 1.410 0.069 0.053 0.015
H 5.790 1.923 -0.321 0.005 0.022 -0.017
H 5.262 -0.942 -1.080 -0.028 0.031 -0.035
H 4.227 0.400 -1.645 0.041 -0.029 -0.001
H 2.984 -1.712 -1.713 0.002 -0.025 0.030
H 3.340 -2.018 0.011 -0.001 0.009 -0.069
H -1.881 3.267 -1.392 0.065 0.095 -0.081
H -4.177 3.655 -0.530 -0.032 0.074 -0.023
H -5.311 1.969 0.825 -0.070 0.005 0.033
H -4.227 -0.169 1.382 -0.066 -0.054 0.044
```
Forces are in eV/Å.

As for the orbital gap: 9.1 eV. The total charge is 0. For the HOMO energy, the calculation gives -8.3 eV. As for the SMILES: CCCn1c(CN2CCN(C)CC2)nc2ccccc21. The energy is -843.1140 Eh. Its molar mass is 272.396 Da. The value obtained for the relative energy (zero: lowest compared OMol25 entry of this formula, charge and spin) is 0.0 kcal per mole.